(1)
ORCA calculation (ωB97M-V/def2-TZVPD) on a structure of composition C38H44CdOP2 at a distorted geometry.

Last column: Mulliken charge in e.
Atoms and positions in Å:
1 Cd -3.86537 0.99148 -1.94467  0.417
2 C 0.58086 -2.75385 0.69949  -0.474
3 C -0.61197 -3.32647 0.40615  -0.336
4 C -1.67666 -3.72647 1.36434  -0.817
5 C -2.67952 -2.61773 1.85115  0.018
6 C -2.09854 -1.46477 2.65332  -0.604
7 C -0.93345 -1.40247 3.28916  -0.223
8 C 0.17415 -2.42705 3.28234  -1.038
9 C 1.12045 -2.41805 2.05046  -0.612
10 C -3.69281 2.96928 -1.01237  -1.284
11 H 1.29455 -2.58110 -0.10083  0.604
12 H -0.87262 -3.67892 -0.58708  0.319
13 H -1.20438 -4.12063 2.27419  0.274
14 H -2.30728 -4.52200 0.90860  0.410
15 H -3.26475 -2.22505 0.99290  -0.043
16 H -3.40412 -3.15039 2.49550  0.350
17 H -2.81462 -0.63185 2.76455  0.392
18 H -0.71019 -0.51503 3.90425  0.330
19 H -0.17542 -3.44593 3.49364  0.406
20 H 0.82300 -2.14684 4.12307  0.395
21 H 1.55009 -1.40667 2.00932  0.288
22 H 1.97239 -3.06877 2.29104  0.384
23 H -2.71407 3.40287 -1.30762  0.311
24 H -3.78159 3.01152 0.08435  0.323
25 H -4.55194 3.56410 -1.38562  0.308
26 P -7.47618 -1.23185 -3.61328  0.115
27 P -8.76211 0.76668 -1.55470  0.004
28 C -8.34685 -1.88620 -2.15737  -0.944
29 C -9.01519 -1.02791 -1.34639  -0.724
30 C -8.44736 -2.21757 -4.85088  0.456
31 C -9.16721 -3.36770 -4.51974  0.117
32 C -9.95397 -4.02198 -5.48008  -0.677
33 C -10.02835 -3.51402 -6.77776  -0.412
34 C -9.29828 -2.35613 -7.12573  -0.532
35 C -8.52087 -1.70760 -6.16593  -0.501
36 C -5.91420 -2.20076 -3.44793  -0.063
37 C -5.08122 -1.79451 -2.38519  0.182
38 C -3.87824 -2.44918 -2.16030  0.055
39 C -3.49113 -3.50562 -2.99536  -0.667
40 C -4.32647 -3.92172 -4.03939  -0.650
41 C -5.53315 -3.25226 -4.28511  -0.418
42 C -10.61892 1.17415 -1.27686  0.253
43 C -11.52066 0.68096 -2.22814  -0.361
44 C -12.88484 0.91061 -2.07473  -0.597
45 C -13.35753 1.64667 -0.98188  -0.476
46 C -12.45880 2.14328 -0.03740  -0.539
47 C -11.08315 1.91863 -0.18572  -0.292
48 C -8.15086 1.08991 0.13798  0.433
49 C -7.61329 2.37692 0.31645  -0.455
50 C -7.09995 2.74291 1.54944  -0.588
51 C -7.08347 1.81553 2.60491  -0.507
52 C -7.61202 0.53945 2.42790  -0.721
53 C -8.14053 0.16250 1.18799  0.067
54 H -8.35496 -2.96758 -1.97606  0.750
55 H -9.68561 -1.33804 -0.52393  0.865
56 H -9.14143 -3.75932 -3.51326  0.199
57 H -10.50826 -4.92407 -5.20300  0.375
58 H -10.66090 -4.00849 -7.52611  0.345
59 H -9.34585 -1.96386 -8.14730  0.359
60 H -7.96729 -0.80195 -6.41088  0.374
61 H -5.37465 -0.94532 -1.75792  -0.026
62 H -3.21609 -2.11846 -1.35238  0.272
63 H -2.54067 -4.00553 -2.82243  0.367
64 H -4.04350 -4.76526 -4.66755  0.373
65 H -6.17670 -3.55595 -5.10735  0.362
66 H -11.15231 0.09372 -3.07119  0.409
67 H -13.57382 0.51061 -2.80319  0.389
68 H -14.42722 1.80543 -0.85562  0.353
69 H -12.80837 2.69732 0.82501  0.379
70 H -10.37105 2.29115 0.55732  0.293
71 H -7.62550 3.07523 -0.52068  0.360
72 H -6.72180 3.75451 1.68952  0.442
73 H -6.67434 2.10954 3.57416  0.381
74 H -7.62917 -0.17758 3.25269  0.404
75 H -8.53999 -0.83562 1.06543  0.341
76 C 1.52555 2.57072 -0.48508  -1.293
77 C 0.96961 1.65708 -1.60618  0.707
78 C 1.69559 0.29160 -1.64790  -0.940
79 O -0.36695 1.39835 -1.63935  -0.361
80 H 0.89888 2.56445 0.40528  0.317
81 H 1.66801 3.61554 -0.76063  0.330
82 H 2.50602 2.16917 -0.17571  0.330
83 H 1.24480 2.20761 -2.54120  0.137
84 H 1.09339 -0.51453 -1.21452  0.056
85 H 1.86381 -0.01578 -2.69476  0.340
86 H 2.66035 0.38151 -1.12470  0.355

Values from the calculation:
LUMO (spin up / spin down)	-0.09 / -1.32	eV
strongest force on any atom	1.9	eV Å⁻¹
ΔE to the lowest compared entry with this formula, charge and spin	297.7	kJ/mol
HOMO (spin up / spin down)	-7.86 / -5.86	eV


(2)
ORCA calculation (ωB97M-V/def2-TZVPD) on a cluster of 9 separate species, C38H44N4O24S3 in total at a distorted geometry.

Last column: Mulliken charge in e.
Atoms and positions in Å:
1 C 7.17052 15.11004 -14.08651  0.310
2 C 6.33608 16.45250 -14.16110  -0.356
3 O 5.11576 16.12039 -13.51922  -0.380
4 S 5.29113 14.93241 -12.36829  1.118
5 O 4.47779 13.78767 -12.68198  -0.564
6 O 5.26601 15.50421 -11.02013  -0.510
7 O 6.89740 14.59080 -12.81697  -0.210
8 H 8.25350 15.21171 -14.15664  -0.100
9 H 6.76055 14.30081 -14.69080  -0.080
10 H 6.31768 16.81638 -15.18840  0.382
11 H 6.77700 17.22395 -13.52978  0.354
12 C 8.98995 6.21413 -10.30048  -0.281
13 C 8.00206 5.14228 -10.67581  0.221
14 O 6.80827 5.51212 -10.11460  -0.339
15 S 6.80859 7.03837 -9.40938  0.911
16 O 6.16033 7.08172 -8.06718  -0.563
17 O 6.54465 8.04665 -10.41684  -0.286
18 O 8.43735 6.80941 -9.16768  -0.283
19 H 9.07928 7.06180 -10.97989  0.090
20 H 9.97740 5.77020 -10.17417  0.456
21 H 8.43660 4.19852 -10.34625  0.285
22 H 7.84518 5.02411 -11.74797  -0.191
23 C 6.20322 10.43657 -13.15086  -0.524
24 C 7.03329 11.11157 -12.07148  0.210
25 O 8.26061 11.46947 -12.74076  0.126
26 S 8.31945 11.16406 -14.37388  0.672
27 O 9.00244 9.86849 -14.59194  -0.531
28 O 8.75071 12.31319 -15.20696  -0.270
29 O 6.60661 11.08963 -14.37031  -0.039
30 H 5.12167 10.47393 -13.02070  0.520
31 H 6.41677 9.36814 -13.18178  0.105
32 H 7.18025 10.81080 -11.03416  0.348
33 H 6.54671 12.06294 -11.85652  -0.332
34 C 7.28864 7.63527 -15.65872  -0.211
35 C 8.06168 6.53172 -15.32441  -0.808
36 C 7.51315 5.42915 -14.68476  -0.171
37 C 6.13436 5.35917 -14.46949  -0.098
38 C 5.34741 6.49835 -14.76975  -0.493
39 C 5.87786 7.62356 -15.37012  -0.318
40 N 5.56416 4.14773 -13.81202  0.952
41 O 4.33141 3.96497 -13.77027  -0.572
42 O 6.37672 3.41014 -13.25966  -0.559
43 H 7.68032 8.43992 -16.26330  0.571
44 H 9.12781 6.54839 -15.49610  0.421
45 H 8.07753 4.51034 -14.62452  0.510
46 H 4.28305 6.50927 -14.58695  0.478
47 H 5.30572 8.52378 -15.53946  0.254
48 C 11.33381 14.81912 -14.65274  -0.272
49 C 12.30917 15.81825 -14.83245  -0.771
50 C 13.47999 15.87771 -14.10677  -0.498
51 C 13.65777 14.89372 -13.09534  -0.066
52 C 12.69035 13.89649 -12.89943  -0.782
53 C 11.49082 13.92243 -13.62176  0.356
54 N 14.87337 15.09020 -12.17843  0.975
55 O 15.00876 14.36839 -11.22035  -0.596
56 O 15.59839 16.04466 -12.34673  -0.595
57 H 10.39759 14.82097 -15.19114  0.542
58 H 12.17770 16.65467 -15.50291  0.353
59 H 14.24717 16.62392 -14.25165  0.475
60 H 12.74574 13.26458 -12.02534  0.557
61 H 10.71295 13.17530 -13.56602  0.233
62 C 13.12874 8.98600 -7.19113  -0.198
63 C 11.75958 8.83539 -7.07513  -1.030
64 C 11.00212 9.05145 -8.23854  0.289
65 C 11.61428 9.45606 -9.44691  -0.157
66 C 13.02367 9.70430 -9.45933  -0.261
67 C 13.80196 9.44363 -8.35827  -0.751
68 N 10.73229 9.72409 -10.57626  0.969
69 O 9.51706 9.58880 -10.50165  -0.365
70 O 11.28822 10.26547 -11.54134  -0.614
71 H 13.72386 8.79234 -6.31095  0.365
72 H 11.26579 8.52884 -6.16486  0.455
73 H 9.97100 8.73364 -8.19184  0.421
74 H 13.48418 10.14834 -10.32947  0.463
75 H 14.85685 9.64700 -8.46890  0.418
76 C 9.39949 12.95522 -10.07525  -0.550
77 C 9.29154 12.93357 -8.67635  -0.441
78 C 8.71040 13.91027 -7.89550  -0.675
79 C 8.17522 15.01973 -8.59741  0.279
80 C 8.19693 15.06769 -10.01325  -0.300
81 C 8.90063 14.06747 -10.75077  -0.370
82 N 7.46536 16.07943 -7.81100  0.940
83 O 7.84431 16.28862 -6.71205  -0.612
84 O 6.42394 16.48878 -8.26974  -0.538
85 H 9.91295 12.21345 -10.66899  0.506
86 H 9.88624 12.16388 -8.20696  0.348
87 H 8.74568 13.78369 -6.82353  0.444
88 H 7.68803 15.88312 -10.50571  0.482
89 H 9.05816 14.15226 -11.81584  0.359
90 O 13.10864 14.69376 -17.66731  -0.513
91 C 12.09001 14.39153 -18.16526  0.436
92 O 10.85816 14.76410 -17.60335  -0.277
93 C 9.78221 14.02665 -18.20087  -0.036
94 C 10.33563 13.64234 -19.57448  -0.592
95 C 11.85372 13.39346 -19.30004  -0.486
96 H 8.83767 14.56964 -18.23417  0.348
97 H 9.43057 13.16912 -17.62721  -0.072
98 H 10.26635 14.47868 -20.27004  0.265
99 H 9.87311 12.78999 -20.07216  0.370
100 H 12.51157 13.57936 -20.14903  0.322
101 H 12.11711 12.37572 -19.01204  0.265
102 O 5.43146 10.71281 -19.19128  -0.611
103 C 4.73554 11.31799 -18.39184  0.341
104 O 3.78913 12.24915 -18.74169  -0.370
105 C 3.05068 12.64420 -17.59685  -0.389
106 C 3.49057 11.73889 -16.51370  -0.688
107 C 4.85261 11.19685 -16.89856  1.036
108 H 1.99198 12.42614 -17.73724  0.277
109 H 3.24350 13.70452 -17.43362  0.288
110 H 2.79598 10.90764 -16.39261  0.284
111 H 3.52960 12.21398 -15.53346  0.399
112 H 4.94287 10.15300 -16.59803  -0.364
113 H 5.64141 11.80381 -16.45415  -0.248

Values from the calculation:
LUMO	-1.23	eV
SMILES	O=[N+]([O-])c1ccccc1.O=[N+]([O-])c1ccccc1.O=[N+]([O-])c1ccccc1.O=[N+]([O-])c1ccccc1.O=S1(=O)OCCO1.O=S1(=O)OCCO1.O=S1(=O)OCCO1.O=C1CCCO1.O=C1CCCO1
strongest force on any atom	4.7	eV Å⁻¹
ΔE to the lowest compared entry with this formula, charge and spin	280.2	kJ/mol
HOMO	-9.76	eV


What is the formula in the second record? C38H44N4O24S3


The highest ΔE to the lowest compared entry with this formula, charge and spin belongs to which entry? C38H44CdOP2